Formula: C16H22N4O2S
Source: the Open Molecules 2025 dataset
Level of theory: wB97M-V/def2-TZVPD

Properties
SMILES ... COCCn1c(Cc2ccccc2)nnc1SCC(=O)N(C)C

Last column: natural (NBO) charge in e.
Cartesian coordinates (Å):
C 2.083 3.826 0.756  -0.248
O 1.778 3.746 -0.617  -0.543
C 2.218 2.577 -1.268  -0.072
C 1.166 1.456 -1.283  -0.250
N 0.964 0.868 0.013  -0.372
C -0.082 0.997 0.879  0.353
C -1.304 1.806 0.650  -0.487
C -2.452 0.938 0.186  0.083
C -3.698 1.055 0.786  -0.239
C -4.759 0.274 0.364  -0.203
C -4.586 -0.638 -0.661  -0.222
C -3.345 -0.764 -1.261  -0.193
C -2.283 0.020 -0.843  -0.258
N 0.142 0.286 1.954  -0.301
N 1.325 -0.323 1.823  -0.283
C 1.814 0.017 0.665  0.138
S 3.349 -0.530 0.020  0.245
C 2.770 -1.946 -1.015  -0.602
C 1.274 -2.131 -0.845  0.675
O 0.510 -1.616 -1.648  -0.666
N 0.862 -2.856 0.206  -0.422
C -0.557 -2.971 0.465  -0.421
C 1.750 -3.392 1.214  -0.421
H 1.805 4.831 1.068  0.196
H 3.155 3.676 0.931  0.169
H 1.524 3.101 1.356  0.168
H 2.410 2.865 -2.306  0.195
H 3.151 2.210 -0.822  0.180
H 1.481 0.669 -1.974  0.242
H 0.214 1.862 -1.632  0.225
H -1.101 2.590 -0.084  0.232
H -1.573 2.281 1.595  0.246
H -3.839 1.762 1.591  0.209
H -5.723 0.377 0.841  0.212
H -5.413 -1.251 -0.990  0.212
H -3.197 -1.475 -2.061  0.214
H -1.322 -0.107 -1.318  0.233
H 3.355 -2.813 -0.721  0.234
H 2.978 -1.687 -2.053  0.245
H -0.826 -2.388 1.350  0.215
H -1.099 -2.581 -0.394  0.243
H -0.822 -4.017 0.621  0.196
H 1.146 -3.876 1.977  0.220
H 2.429 -4.133 0.788  0.193
H 2.325 -2.597 1.695  0.233


Formula: C16H22N4O2S
Source: the Open Molecules 2025 dataset
Level of theory: wB97M-V/def2-TZVPD

Properties
SMILES ... CC[C@H](C)NC(=O)CSc1n[nH]c(=O)n1CCc1ccccc1

Last column: natural (NBO) charge in e.
Cartesian coordinates (Å):
C -2.712 1.176 -2.079  -0.624
C -3.447 -0.048 -1.545  -0.397
C -3.885 0.066 -0.077  -0.053
C -4.941 1.144 0.149  -0.611
N -2.752 0.320 0.791  -0.618
C -2.177 -0.623 1.549  0.668
O -2.553 -1.773 1.637  -0.619
C -0.990 -0.120 2.369  -0.607
S 0.284 0.677 1.320  0.257
C 0.475 -0.632 0.173  0.193
N -0.208 -0.730 -0.919  -0.274
N 0.210 -1.883 -1.499  -0.434
C 1.173 -2.518 -0.759  0.733
O 1.758 -3.543 -0.998  -0.639
N 1.324 -1.687 0.349  -0.444
C 2.331 -1.862 1.360  -0.205
C 3.714 -1.462 0.818  -0.452
C 3.661 -0.056 0.291  0.067
C 3.785 1.027 1.152  -0.243
C 3.651 2.320 0.680  -0.204
C 3.384 2.545 -0.660  -0.222
C 3.261 1.473 -1.526  -0.192
C 3.400 0.180 -1.052  -0.255
H -1.760 1.300 -1.570  0.220
H -2.506 1.043 -3.138  0.214
H -3.305 2.080 -1.964  0.196
H -2.788 -0.912 -1.631  0.213
H -4.337 -0.238 -2.148  0.200
H -4.285 -0.904 0.236  0.231
H -5.277 1.128 1.183  0.216
H -4.541 2.132 -0.066  0.199
H -5.798 0.968 -0.495  0.214
H -2.305 1.220 0.708  0.402
H -0.544 -0.955 2.910  0.241
H -1.306 0.647 3.075  0.244
H -0.186 -2.188 -2.371  0.420
H 2.333 -2.914 1.656  0.231
H 2.065 -1.234 2.214  0.218
H 4.439 -1.549 1.628  0.220
H 3.987 -2.157 0.023  0.232
H 3.987 0.854 2.200  0.209
H 3.750 3.153 1.359  0.213
H 3.273 3.554 -1.028  0.214
H 3.054 1.641 -2.573  0.214
H 3.307 -0.656 -1.732  0.216


Formula: C16H22N4O4S2
Source: the Open Molecules 2025 dataset
Level of theory: wB97M-V/def2-TZVPD

Properties
SMILES ... CCN(c1ccc(OC)cc1)S(=O)(=O)c1nnc(NC(=O)CC(C)C)s1

Last column: natural (NBO) charge in e.
Cartesian coordinates (Å):
C -3.908 -0.456 -2.102  -0.692
C -4.229 -0.082 -0.775  -0.243
N -3.129 0.043 0.154  -0.594
C -2.489 1.008 0.359  0.144
C -1.413 1.043 1.331  -0.257
C -0.525 2.222 1.282  -0.181
C -0.594 3.132 0.283  0.153
O 0.423 4.125 0.388  -0.503
C 0.385 5.234 -0.055  -0.178
C -1.514 3.190 -0.550  -0.219
C -2.472 1.976 -0.674  -0.262
S -2.584 -1.572 0.534  2.168
O -3.423 -2.735 -0.180  -0.843
O -2.426 -1.730 2.013  -0.898
C -1.129 -1.599 -0.076  -0.634
N -0.893 -1.083 -1.586  -0.085
N 0.345 -0.997 -1.921  -0.207
C 1.250 -1.366 -0.868  0.107
N 2.509 -1.086 -0.964  -0.616
C 3.288 -1.440 -0.009  0.688
O 2.949 -2.036 1.049  -0.590
C 4.878 -1.272 -0.165  -0.429
C 5.249 -0.047 -0.410  -0.275
C 4.815 0.919 0.828  -0.605
C 6.583 0.328 -0.627  -0.562
S 0.468 -1.595 0.610  0.718
H -2.975 0.092 -2.545  0.231
H -3.555 -1.602 -2.154  0.247
H -4.670 -0.486 -2.826  0.233
H -5.139 -0.954 -0.368  0.250
H -4.970 0.969 -0.819  0.229
H -1.525 0.258 2.031  0.240
H 0.072 2.201 2.350  0.249
H -0.566 5.825 -0.233  0.146
H 1.100 5.976 0.083  0.193
H 0.620 4.821 -1.198  0.085
H -1.577 4.150 -1.255  0.244
H -3.222 2.071 -1.431  0.219
H 2.948 -1.207 -1.887  0.442
H 5.113 -1.979 -1.201  0.196
H 5.348 -1.753 0.786  0.261
H 4.727 0.497 -1.337  0.199
H 5.497 0.740 1.563  0.211
H 5.082 2.060 0.682  0.212
H 3.740 0.914 0.869  0.213
H 6.954 -0.249 -1.598  0.174
H 6.899 1.319 -0.812  0.224
H 7.296 0.060 -0.183  0.194


Formula: C16H22N6O2SSn
Source: the Open Molecules 2025 dataset
Level of theory: wB97M-V/def2-TZVPD

Properties
Total charge ... +2

Last column: natural (NBO) charge in e.
Cartesian coordinates (Å):
Sn 1.009 1.724 0.515  1.574
N -1.067 -1.055 7.233  -0.771
C -1.205 -0.528 5.992  0.244
C -0.387 0.618 5.652  -0.276
C -0.712 1.329 4.493  -0.167
C -1.577 0.759 3.572  -0.381
C -2.453 -0.344 3.897  -0.146
C -2.279 -0.949 5.125  -0.281
S -1.630 1.358 1.850  2.275
O -0.735 2.602 1.640  -1.044
O -3.015 1.558 1.538  -0.843
N -0.748 0.288 1.060  -1.096
C -1.082 -0.964 0.541  0.554
N -0.192 -1.443 -0.402  -0.547
C -0.566 -2.530 -1.018  0.099
C -1.835 -3.166 -0.858  -0.314
C -2.559 -2.643 0.204  0.116
N -2.187 -1.586 0.909  -0.465
H -0.348 -0.723 7.843  0.413
H -1.884 -1.626 7.519  0.412
H 0.405 0.903 6.231  0.220
H -0.100 2.194 4.211  0.229
H -3.225 -0.772 3.223  0.262
H -2.945 -1.760 5.396  0.232
H 0.183 -2.863 -1.788  0.190
H -2.274 -3.792 -1.608  0.254
H -3.376 -3.216 0.635  0.224
C 0.426 0.465 -4.295  -0.248
C 0.298 0.963 -2.847  -0.287
N 1.591 1.269 -2.175  -0.455
C 2.430 0.027 -2.236  -0.292
C 2.557 -0.541 -3.662  -0.259
N 1.921 0.375 -4.636  -0.337
C 2.440 1.765 -4.455  -0.279
C 2.273 2.277 -3.038  -0.268
H -0.143 1.141 -4.903  0.256
H -0.009 -0.522 -4.269  0.242
H -0.166 0.131 -2.311  0.249
H -0.400 1.835 -2.790  0.241
H 1.887 -0.685 -1.611  0.256
H 3.387 0.130 -1.706  0.246
H 2.135 -1.540 -3.737  0.248
H 3.629 -0.624 -3.912  0.253
H 2.102 0.066 -5.599  0.468
H 1.893 2.472 -5.098  0.256
H 3.554 1.888 -4.760  0.268
H 1.729 3.248 -2.966  0.241
H 3.252 2.487 -2.599  0.235


no.,frontier orbital gap (eV)
1,9.60
2,9.21
3,6.54
4,5.00